(1)
Formula: C21H39NOP2V
Source: the OMol25 dataset
Level of theory: the ωB97M-V functional and the def2-TZVPD basis

The energy above the lowest of the compared OMol25 structures with the same formula, charge and spin comes out at 0.000 eV. The value obtained for the HOMO energy (spin up / spin down) is -0.131 / -0.152 Ha. Its HOMO-LUMO gap (spin up / spin down) is 3.4205 / 3.9901 eV. As for the LUMO energy (spin up / spin down): -0.15 / -0.15 eV. As for the multiplicity: 2.

Each line ends with the Mulliken charge.
Atoms and positions in Å:
V: 1.056 0.257 1.470  -0.62
P: -1.628 -3.596 -1.313  1.64
P: 1.084 2.897 1.697  1.98
N: 2.505 -0.225 0.733  -0.53
H: -2.199 -2.288 -1.346  -0.17
C: -1.826 -4.369 -2.921  -1.29
H: -2.359 -5.321 -2.801  0.38
H: -0.842 -4.549 -3.372  0.36
H: -2.410 -3.696 -3.561  0.40
C: -2.468 -4.599 -0.079  -1.32
H: -3.084 -5.350 -0.591  0.40
H: -3.115 -3.962 0.539  0.38
H: -1.732 -5.103 0.561  0.39
C: 0.126 -3.501 -0.912  -1.01
H: 0.439 -4.443 -0.438  0.54
H: 0.297 -2.664 -0.219  -0.03
H: 0.715 -3.350 -1.828  0.43
C: 2.348 3.548 0.606  -1.53
H: 2.294 4.645 0.604  0.41
H: 2.192 3.167 -0.412  0.35
H: 3.337 3.233 0.963  0.41
C: 0.212 4.235 2.504  -1.60
H: 0.357 5.171 1.948  0.40
H: 0.635 4.358 3.511  0.47
H: -0.858 4.016 2.609  0.28
C: 1.912 1.960 3.001  -1.04
H: 1.543 2.398 3.935  0.44
H: 2.991 2.140 2.928  0.45
H: 1.720 0.857 3.084  -0.02
C: 3.460 -1.042 0.271  -0.12
C: 4.663 -2.067 -1.592  -0.50
C: 3.710 -1.171 -1.130  -0.18
C: 4.223 -1.845 1.176  -0.28
C: 5.165 -2.741 0.691  -0.45
C: 5.394 -2.854 -0.687  -0.45
H: 4.835 -2.151 -2.666  0.33
H: 3.116 -0.543 -1.804  0.37
H: 4.024 -1.739 2.246  0.32
H: 5.725 -3.358 1.397  0.33
H: 6.138 -3.559 -1.061  0.34
C: -1.337 -0.070 -0.137  3.62
O: -0.387 -0.729 0.655  -0.91
C: -0.999 -0.209 -1.636  -2.14
H: -0.310 0.597 -1.927  0.32
H: -1.906 -0.125 -2.246  0.32
H: -0.490 -1.155 -1.850  0.72
C: -2.729 -0.580 0.287  -1.98
H: -3.480 -0.422 -0.494  0.26
H: -3.037 -0.055 1.198  0.32
H: -2.702 -1.646 0.544  0.48
C: -3.110 2.161 -1.367  -1.96
C: -2.288 2.517 -0.126  2.39
C: -1.672 3.893 -0.400  -1.60
C: -3.206 2.635 1.100  -1.68
C: -1.162 1.500 0.187  -1.68
C: 0.000 1.861 0.734  -0.26
H: -3.821 2.979 -1.555  0.53
H: -3.700 1.250 -1.254  0.20
H: -2.464 2.074 -2.250  0.32
H: -2.463 4.594 -0.701  0.48
H: -1.174 4.303 0.485  0.17
H: -0.941 3.824 -1.215  0.37
H: -3.783 1.720 1.262  0.37
H: -2.619 2.832 2.007  0.15
H: -3.918 3.458 0.960  0.47

(2)
Formula: C21H40F8K2NO25PS2
Source: the OMol25 dataset
Level of theory: the ωB97M-V functional and the def2-TZVPD basis

The value obtained for the HOMO energy is -0.356 Ha. Its HOMO-LUMO gap is 6.0848 eV. As for the LUMO energy: -3.61 eV. As for the multiplicity: 1.

Each line ends with the Mulliken charge.
Atoms and positions in Å:
K: 13.053 22.906 -7.207  1.00
K: 8.697 19.341 -10.397  1.00
N: 9.877 18.926 -5.247  -0.21
S: 10.291 17.662 -4.598  1.03
O: 10.246 16.532 -5.492  -0.58
O: 10.234 17.470 -3.144  -0.54
F: 11.879 17.938 -5.000  -0.38
S: 8.270 18.776 -4.737  1.06
O: 7.967 19.092 -3.365  -0.52
O: 7.484 17.816 -5.456  -0.52
F: 7.773 20.190 -5.467  -0.34
P: 2.838 20.935 -11.905  1.14
F: 3.985 22.045 -12.047  -0.36
F: 2.040 21.980 -10.980  -0.34
F: 2.111 21.605 -13.191  -0.35
F: 1.733 19.710 -11.808  -0.35
F: 3.880 20.042 -12.851  -0.38
F: 3.583 20.378 -10.533  -0.37
C: 9.922 20.262 5.488  -0.23
C: 10.727 19.219 4.811  -0.26
O: 12.013 19.221 5.377  -0.32
C: 11.942 19.866 6.570  0.67
O: 12.775 19.804 7.474  -0.54
O: 10.688 20.406 6.678  -0.33
H: 8.953 19.824 5.728  0.25
H: 9.773 21.170 4.904  0.25
H: 10.782 19.490 3.757  0.29
H: 10.147 18.309 4.965  0.23
C: 22.456 16.127 1.531  -0.60
O: 21.043 16.476 1.465  -0.32
C: 20.247 15.662 0.781  0.84
O: 20.549 14.596 0.284  -0.58
O: 19.081 16.170 0.682  -0.32
C: 17.968 15.527 0.054  -0.63
H: 22.510 15.101 1.896  0.28
H: 23.075 16.810 2.112  0.22
H: 22.817 16.198 0.505  0.28
H: 17.736 14.535 0.441  0.29
H: 18.124 15.467 -1.023  0.30
H: 17.153 16.242 0.162  0.23
C: 2.721 21.262 3.450  -0.67
O: 2.468 20.675 4.728  -0.30
C: 1.211 20.608 5.214  0.83
O: 0.217 21.058 4.668  -0.58
O: 1.226 19.932 6.290  -0.31
C: 0.113 19.735 7.123  -0.73
H: 2.135 22.165 3.273  0.30
H: 2.386 20.571 2.677  0.29
H: 3.739 21.487 3.132  0.27
H: -0.755 20.322 6.820  0.34
H: 0.206 19.956 8.186  0.29
H: -0.289 18.735 6.962  0.29
C: 9.234 12.007 2.528  -0.65
O: 8.920 11.876 3.956  -0.31
C: 8.054 12.746 4.595  0.73
O: 7.266 13.464 4.023  -0.52
O: 8.235 12.749 5.992  -0.29
C: 7.200 13.346 6.728  -0.63
H: 9.130 13.041 2.198  0.30
H: 8.747 11.317 1.839  0.28
H: 10.282 11.828 2.289  0.28
H: 6.145 13.225 6.480  0.30
H: 7.371 14.407 6.545  0.27
H: 7.248 13.078 7.784  0.25
C: 3.846 26.945 -6.433  -0.69
O: 4.699 27.922 -5.841  -0.30
C: 4.703 29.214 -6.213  0.81
O: 4.041 29.729 -7.140  -0.60
O: 5.444 29.858 -5.436  -0.28
C: 5.367 31.249 -5.541  -0.66
H: 4.139 26.572 -7.414  0.30
H: 2.829 27.248 -6.683  0.31
H: 3.718 26.126 -5.725  0.27
H: 5.851 31.717 -4.684  0.23
H: 4.330 31.577 -5.471  0.32
H: 5.928 31.564 -6.421  0.29
C: 4.594 13.506 -2.112  -0.58
O: 4.319 12.097 -2.299  -0.30
C: 5.071 11.425 -3.244  0.72
O: 6.117 11.742 -3.780  -0.53
O: 4.426 10.220 -3.530  -0.30
C: 4.572 9.570 -4.811  -0.64
H: 4.194 13.964 -3.017  0.26
H: 5.682 13.529 -2.038  0.29
H: 4.248 13.971 -1.189  0.24
H: 4.395 10.121 -5.735  0.30
H: 3.839 8.766 -4.877  0.24
H: 5.625 9.304 -4.905  0.29
C: 14.056 23.273 -1.082  -0.63
O: 12.792 23.683 -0.612  -0.27
C: 12.230 24.716 -1.281  0.80
O: 12.662 25.292 -2.306  -0.60
O: 11.031 24.963 -0.649  -0.28
C: 10.259 26.081 -1.218  -0.70
H: 14.628 24.112 -1.478  0.33
H: 13.921 22.668 -1.978  0.25
H: 14.516 22.806 -0.211  0.23
H: 9.580 26.603 -0.544  0.30
H: 9.579 25.861 -2.041  0.30
H: 10.894 26.897 -1.564  0.29

(3)
Formula: C21H40F9N2S
Source: the OMol25 dataset
Level of theory: the ωB97M-V functional and the def2-TZVPD basis

The value obtained for the HOMO energy is -0.449 Ha. Its HOMO-LUMO gap is 9.2597 eV. As for the LUMO energy: -2.95 eV. As for the multiplicity: 1. As for the charge: +1.

Each line ends with the Mulliken charge.
Atoms and positions in Å:
F: 0.705 -2.229 0.822  -0.34
C: 0.369 -1.030 0.266  0.88
F: -0.244 -0.310 1.247  -0.32
C: -0.562 -1.296 -0.890  -1.07
C: -1.790 -2.103 -0.439  -0.32
C: -2.968 -1.955 -1.422  -1.03
C: -4.209 -1.331 -0.808  -0.49
N: -4.083 0.116 -0.550  0.22
C: -3.144 0.762 0.221  -0.23
C: -3.430 2.101 0.168  -0.76
N: -4.537 2.227 -0.630  -0.03
C: -4.916 1.022 -1.046  -0.12
C: 1.742 -0.366 -0.044  0.49
F: 2.445 -1.215 -0.791  -0.27
F: 2.376 -0.176 1.112  -0.26
S: 1.694 1.292 -0.974  1.41
F: 0.160 1.518 -0.570  -0.32
F: 1.228 0.508 -2.275  -0.32
F: 3.206 1.106 -1.376  -0.34
F: 2.117 2.113 0.306  -0.30
F: 1.630 2.625 -1.802  -0.28
H: -0.889 -0.368 -1.347  0.57
H: -0.024 -1.845 -1.659  0.59
H: -1.498 -3.148 -0.395  0.62
H: -2.091 -1.827 0.569  -0.22
H: -3.267 -2.952 -1.744  0.46
H: -2.672 -1.432 -2.331  0.53
H: -4.434 -1.826 0.137  0.12
H: -5.076 -1.464 -1.449  0.42
H: -2.348 0.274 0.748  0.68
H: -2.910 2.907 0.650  0.45
H: -4.973 3.111 -0.838  0.22
H: -5.755 0.826 -1.690  0.43
C: -2.751 -7.414 3.799  -1.20
C: -3.346 -6.205 4.515  -0.33
C: -4.598 -5.649 3.839  -0.83
C: -4.384 -5.144 2.411  -0.91
C: -3.319 -4.058 2.272  0.44
C: -3.642 -2.780 3.042  -1.21
H: -2.415 -7.164 2.790  0.28
H: -1.889 -7.800 4.342  0.38
H: -3.485 -8.218 3.719  0.30
H: -2.586 -5.423 4.606  0.22
H: -3.606 -6.491 5.537  0.40
H: -5.008 -4.845 4.455  0.31
H: -5.365 -6.429 3.816  0.41
H: -5.337 -4.760 2.032  0.37
H: -4.120 -5.983 1.762  0.38
H: -3.216 -3.812 1.209  -0.31
H: -2.346 -4.440 2.589  0.34
H: -4.602 -2.363 2.723  0.23
H: -2.871 -2.021 2.881  0.22
H: -3.697 -2.958 4.115  0.47
C: 4.499 4.323 -0.852  -1.02
C: 5.329 5.597 -0.972  -0.54
C: 5.214 6.269 -2.339  -0.74
C: 5.696 5.419 -3.516  -0.64
C: 7.143 4.940 -3.412  -0.34
C: 8.159 6.078 -3.363  -1.21
H: 4.834 3.559 -1.556  0.24
H: 4.578 3.902 0.151  0.43
H: 3.445 4.528 -1.050  0.26
H: 6.375 5.373 -0.749  0.29
H: 5.003 6.307 -0.208  0.36
H: 5.768 7.211 -2.317  0.34
H: 4.168 6.541 -2.513  0.35
H: 5.581 6.003 -4.434  0.39
H: 5.042 4.549 -3.631  0.26
H: 7.361 4.308 -4.277  0.37
H: 7.266 4.302 -2.533  0.23
H: 8.071 6.716 -4.244  0.30
H: 9.176 5.688 -3.332  0.38
H: 8.022 6.704 -2.479  0.28

(4)
Formula: C21H40FeP2
Source: the OMol25 dataset
Level of theory: the ωB97M-V functional and the def2-TZVPD basis

The energy above the lowest of the compared OMol25 structures with the same formula, charge and spin comes out at 0.000 eV. The value obtained for the HOMO energy (spin up / spin down) is -0.165 / -0.274 Ha. Its HOMO-LUMO gap (spin up / spin down) is 5.2254 / 7.4829 eV. As for the LUMO energy (spin up / spin down): 0.73 / 0.02 eV. As for the multiplicity: 5.

Each line ends with the Mulliken charge.
Atoms and positions in Å:
P: -0.679 4.405 0.062  0.70
P: -3.183 3.097 -0.692  0.72
C: -1.968 5.590 -0.587  -1.06
C: -3.346 4.944 -0.454  -1.08
H: -1.718 5.787 -1.637  0.40
H: -1.888 6.532 -0.031  0.50
H: -3.764 5.098 0.549  0.38
H: -4.063 5.329 -1.188  0.48
C: -3.241 3.118 -2.542  -1.34
H: -3.462 2.095 -2.889  0.39
H: -2.249 3.410 -2.920  0.30
H: -4.008 3.816 -2.919  0.42
C: -4.915 2.615 -0.323  -1.36
H: -5.652 3.165 -0.929  0.36
H: -5.096 2.805 0.745  0.35
H: -5.013 1.535 -0.506  0.37
C: 0.838 5.348 -0.351  -1.30
H: 1.698 4.812 0.074  0.36
H: 0.816 6.382 0.028  0.35
H: 0.939 5.354 -1.446  0.35
C: -0.867 4.839 1.852  -1.35
H: -1.770 4.343 2.242  0.31
H: -0.942 5.930 2.002  0.39
H: 0.010 4.444 2.392  0.37
Fe: 1.453 -1.867 0.308  0.12
C: -0.666 -2.071 0.331  -0.12
C: -0.220 -1.982 -1.005  -0.22
C: -0.248 -0.733 -1.857  -0.79
C: 0.922 0.305 -1.644  -0.54
C: 1.686 0.249 -0.342  -0.60
C: 1.129 0.196 0.943  -0.23
C: -0.349 0.336 1.293  0.14
C: -1.270 -0.911 1.079  -1.02
C: 4.121 -2.520 1.789  -1.25
H: -0.894 -3.066 0.752  0.57
H: -0.032 -2.913 -1.562  0.56
H: -1.214 -0.187 -1.797  -0.04
H: -0.192 -1.091 -2.903  0.39
H: 1.666 0.175 -2.450  0.43
H: 0.518 1.331 -1.796  0.11
H: 2.769 0.453 -0.413  0.58
H: 1.797 0.427 1.795  0.53
H: -0.795 1.239 0.830  -0.70
H: -0.366 0.556 2.379  0.51
H: -1.565 -1.246 2.085  0.31
H: -2.200 -0.552 0.597  0.31
H: 4.228 -3.158 2.687  0.35
H: 3.947 -1.497 2.138  0.33
H: 5.030 -2.535 1.163  0.26
C: 2.004 -5.755 -1.152  -1.63
C: 2.219 -5.405 0.335  2.26
C: 1.082 -5.986 1.201  -1.60
C: 3.615 -5.864 0.796  -1.66
C: 2.262 -3.906 0.500  -0.90
C: 2.922 -2.908 1.005  0.26
H: 2.354 -6.764 -1.414  0.40
H: 2.562 -5.072 -1.807  0.34
H: 0.945 -5.698 -1.437  0.34
H: 1.245 -7.044 1.450  0.38
H: 0.980 -5.465 2.162  0.33
H: 0.109 -5.919 0.695  0.37
H: 4.400 -5.401 0.180  0.36
H: 3.822 -5.592 1.842  0.32
H: 3.748 -6.951 0.713  0.41